Record 1
12 unconnected molecules or ions with the total composition C49H88BCl22F5I2N3O4. Source: OMol25; level of theory: ωB97M-V/def2-TZVPD.

Each line ends with the Mulliken charge.
Atoms and positions in Å:
C (-2.5957, 2.5983, 2.8299)  -1.055
C (-2.7358, 1.2873, 1.9968)  -0.378
N (-1.5110, 0.8203, 1.3528)  -0.270
C (-1.3030, 0.8964, -0.0863)  0.027
C (-2.0459, 2.1700, -0.5805)  -3.221
O (-1.6313, 3.3299, 0.0907)  0.316
C (-2.4972, 4.4109, -0.1628)  -0.195
C (-2.3777, 5.0028, -1.5698)  -1.033
N (0.1369, 1.1042, -0.2029)  1.080
B (0.8027, 1.5873, 1.0468)  2.034
C (1.5063, 0.6457, 2.1554)  -0.932
O (0.7810, 2.9242, 1.4095)  -1.151
C (0.9574, 0.8407, -1.4054)  1.232
C (2.0540, -0.1669, -0.9750)  0.117
C (2.6589, -1.2497, -1.8797)  -0.285
C (3.5098, -2.1691, -0.9233)  -1.512
O (3.5309, -0.8261, -2.9008)  -0.460
C (1.5303, 2.2238, -1.8929)  1.687
F (1.6222, 2.2586, -3.2816)  -0.486
F (0.6616, 3.2341, -1.6396)  -0.211
C (2.9058, 2.6302, -1.4141)  -0.730
C (4.0559, 2.1140, -2.0349)  -0.676
C (5.3379, 2.4771, -1.6356)  -0.886
C (5.5467, 3.3780, -0.5895)  -0.927
C (4.4058, 3.9258, 0.0036)  -0.583
C (4.5691, 4.9379, 1.1200)  0.853
F (3.4849, 5.6848, 1.3129)  -0.269
F (4.7417, 4.2411, 2.2844)  -0.288
F (5.6596, 5.6848, 0.9906)  -0.229
C (3.1234, 3.5658, -0.4039)  0.530
C (-0.0334, 0.4101, -2.5148)  -3.662
I (0.6485, -0.3642, -4.4290)  0.238
N (-1.0155, -0.6318, -2.1083)  0.158
C (-1.8545, -0.3859, -0.8552)  1.375
C (-3.2921, -0.1742, -1.4112)  -2.003
C (-4.1098, -1.3529, -1.9357)  0.035
C (-3.5101, -2.3015, -3.0071)  -0.534
O (-3.5974, -1.7055, -4.2957)  -0.447
C (-1.8059, -1.7464, -0.1052)  -1.878
I (-3.3091, -2.0915, 1.4131)  0.204
C (-0.4234, -2.1758, 0.4642)  1.675
C (-0.4343, -3.4669, 1.3266)  -1.794
H (-3.4352, 3.2665, 2.6124)  0.302
H (-2.5294, 2.3740, 3.8972)  0.296
H (-1.6938, 3.1460, 2.5413)  0.096
H (-3.6501, 1.2924, 1.3921)  0.113
H (-2.9881, 0.5473, 2.7679)  0.557
H (-1.2503, -0.0602, 1.7687)  0.688
H (-3.1390, 2.1291, -0.4632)  1.396
H (-1.8998, 2.3399, -1.6615)  0.229
H (-2.2099, 5.1987, 0.5436)  0.320
H (-3.5589, 4.1773, 0.0235)  0.224
H (-2.6341, 4.2793, -2.3565)  0.265
H (-1.3599, 5.3440, -1.7892)  0.191
H (-3.0507, 5.8527, -1.7318)  0.361
H (2.4176, 0.1652, 1.7719)  0.096
H (1.8161, 1.2072, 3.0429)  0.501
H (0.8276, -0.1428, 2.5094)  0.140
H (0.6425, 2.9563, 2.3614)  0.170
H (1.6335, -0.7874, -0.1817)  -0.496
H (2.9022, 0.3190, -0.4754)  0.761
H (1.8571, -1.9281, -2.2188)  0.449
H (3.3023, -1.9811, 0.1311)  0.009
H (3.3567, -3.2148, -1.2141)  0.378
H (4.5659, -1.9692, -1.1231)  0.426
H (3.4212, -1.3473, -3.7001)  0.397
H (3.9905, 1.4344, -2.8777)  0.488
H (6.1994, 2.0560, -2.1459)  0.502
H (6.5302, 3.7168, -0.2250)  0.599
H (2.2939, 4.0684, 0.0821)  0.711
H (-0.5299, 1.3139, -2.8706)  0.795
H (-1.6227, -0.7100, -2.9350)  1.036
H (-0.5027, -1.5194, -2.0905)  0.941
H (-3.8664, 0.2692, -0.5929)  0.225
H (-3.2040, 0.5575, -2.2288)  0.593
H (-4.9809, -0.9007, -2.4336)  -0.342
H (-4.5868, -1.9930, -1.1847)  0.241
H (-4.0710, -3.2442, -2.9808)  0.263
H (-2.4469, -2.5301, -2.8809)  0.369
H (-4.5105, -1.4517, -4.4765)  0.293
H (-2.0162, -2.5202, -0.8537)  0.710
H (0.0868, -1.4113, 1.0533)  -0.943
H (0.2188, -2.4148, -0.4016)  -0.189
H (0.5837, -3.8767, 1.2724)  0.496
H (-1.1136, -4.2304, 0.9445)  0.362
H (-0.5976, -3.2219, 2.3765)  0.441
Cl (8.1345, 4.2001, -1.3988)  -0.160
C (9.5665, 4.9599, -2.1560)  -0.464
C (9.2725, 5.4428, -3.5527)  -0.322
Cl (9.0073, 4.0908, -4.6870)  -0.197
H (10.3768, 4.2344, -2.1492)  0.403
H (9.8515, 5.7992, -1.5229)  0.184
H (10.1221, 6.0117, -3.9287)  0.325
H (8.3937, 6.0799, -3.5784)  0.208
Cl (-2.6785, -5.5829, 5.2462)  -0.194
C (-4.4480, -5.8117, 5.2391)  -0.104
C (-5.1121, -5.0389, 4.1294)  -0.472
Cl (-5.0312, -3.2778, 4.4051)  -0.161
H (-4.8307, -5.5168, 6.2133)  -0.034
H (-4.6310, -6.8767, 5.1053)  0.336
H (-6.1669, -5.3037, 4.0747)  0.315
H (-4.6558, -5.2510, 3.1647)  0.310
Cl (-4.8906, 6.8177, -3.6699)  -0.162
C (-6.4653, 6.6841, -2.8470)  -0.427
C (-6.3695, 5.9039, -1.5602)  -0.538
Cl (-6.0327, 4.1734, -1.8438)  -0.150
H (-7.1686, 6.2280, -3.5394)  0.314
H (-6.8004, 7.6984, -2.6364)  0.310
H (-7.3165, 5.9576, -1.0257)  0.409
H (-5.5878, 6.2959, -0.9134)  0.286
Cl (6.7801, -3.8529, -0.1153)  -0.190
C (6.7476, -3.7887, 1.6654)  0.010
C (5.4892, -3.1442, 2.1873)  -0.637
Cl (5.4252, -1.3977, 1.8260)  -0.138
H (7.6373, -3.2601, 1.9995)  -0.058
H (6.8074, -4.8175, 2.0196)  0.262
H (5.4457, -3.2436, 3.2707)  0.467
H (4.5992, -3.6069, 1.7647)  0.331
Cl (-5.5906, -1.6245, 7.0552)  -0.130
C (-5.5212, -2.0692, 8.7785)  -0.426
C (-5.1609, -3.5204, 8.9700)  -0.468
Cl (-6.4614, -4.6156, 8.4226)  -0.204
H (-6.4841, -1.8297, 9.2253)  0.237
H (-4.7637, -1.4388, 9.2417)  0.332
H (-5.0006, -3.7235, 10.0276)  0.343
H (-4.2539, -3.7811, 8.4287)  0.319
Cl (7.6166, 7.8157, -1.5128)  -0.103
C (8.2516, 9.4799, -1.5895)  -0.513
C (9.7235, 9.5061, -1.9153)  -0.442
Cl (10.7174, 8.8566, -0.5862)  -0.177
H (8.0423, 9.9619, -0.6377)  0.337
H (7.6941, 9.9996, -2.3672)  0.295
H (10.0450, 10.5330, -2.0815)  0.351
H (9.9428, 8.9288, -2.8107)  0.266
Cl (11.5152, 1.0480, 2.7382)  -0.193
C (10.0406, 0.6770, 1.8102)  -0.337
C (8.9504, 0.1024, 2.6783)  -0.082
Cl (9.3493, -1.5341, 3.2684)  -0.223
H (10.3111, -0.0050, 1.0075)  0.340
H (9.6996, 1.6123, 1.3678)  0.163
H (8.0293, 0.0139, 2.1033)  -0.039
H (8.7542, 0.7307, 3.5436)  0.370
Cl (-6.8462, -0.7367, -3.9225)  -0.210
C (-7.8472, -0.3609, -5.3555)  -0.536
C (-8.5462, -1.5875, -5.8807)  -0.406
Cl (-7.3954, -2.7479, -6.5933)  -0.186
H (-7.2032, 0.0873, -6.1079)  0.307
H (-8.5798, 0.3820, -5.0450)  0.371
H (-9.2452, -1.3061, -6.6665)  0.344
H (-9.0999, -2.0992, -5.0971)  0.301
Cl (6.8341, -7.7368, -2.9188)  -0.187
C (8.2346, -7.7664, -1.8165)  -0.394
C (7.9395, -8.5161, -0.5420)  -0.483
Cl (6.7656, -7.6512, 0.4832)  -0.158
H (8.5249, -6.7380, -1.6147)  0.286
H (9.0480, -8.2562, -2.3496)  0.313
H (8.8527, -8.6231, 0.0413)  0.279
H (7.5431, -9.5082, -0.7429)  0.349
Cl (-7.7191, -7.1667, -4.7142)  -0.195
C (-7.2848, -6.3803, -6.2551)  -0.033
C (-7.9770, -7.0142, -7.4346)  -0.405
Cl (-7.3774, -8.6594, -7.7620)  -0.183
H (-6.2029, -6.4222, -6.3595)  0.350
H (-7.5822, -5.3363, -6.1705)  -0.144
H (-7.7885, -6.4236, -8.3302)  0.284
H (-9.0520, -7.0725, -7.2811)  0.331
Cl (-11.7285, -2.5142, 9.4556)  -0.184
C (-11.0206, -2.4638, 7.8219)  -0.474
C (-9.5237, -2.2868, 7.8559)  -0.297
Cl (-9.0514, -0.6679, 8.4358)  -0.192
H (-11.5043, -1.6609, 7.2705)  0.330
H (-11.2660, -3.4092, 7.3401)  0.317
H (-9.1156, -2.3934, 6.8514)  0.271
H (-9.0488, -3.0253, 8.4973)  0.230

## Properties
Maximum force   2.08 eV/Å
Kohn-Sham gap   8.529 eV
Energy above the lowest of the compared OMol25 structures with the same formula, charge and spin   18.0 kcal/mol
Total charge   +1
LUMO energy   -0.09521 hartree

=====

Record 2
A molecular structure, C4Br2F4O2S. Source: OMol25; level of theory: ωB97M-V/def2-TZVPD.

Each line ends with the Mulliken charge.
Atoms and positions in Å:
C (1.0091, -0.0487, 0.9585)  0.123
C (0.1412, 0.8987, 1.2367)  0.218
C (0.9653, -1.0314, -0.1275)  0.304
C (-1.3246, 0.9329, -0.0469)  0.278
O (0.3407, 0.4859, -2.2244)  -0.550
O (-1.2899, -1.2346, -1.7036)  -0.571
F (2.1855, -0.0892, 1.7062)  -0.268
F (0.2013, 1.8239, 2.1544)  -0.230
F (2.1154, -1.0159, -0.8883)  -0.241
F (-1.5996, 2.1589, -0.3897)  -0.180
S (-0.3572, -0.2556, -1.2291)  1.041
Br (0.5930, -2.8277, 0.2349)  0.074
Br (-2.9802, 0.2027, 0.3189)  0.002

## Properties
Maximum force   7.38 eV/Å
Kohn-Sham gap (spin up / spin down)   5.858 / 4.803 eV
Total charge   0
Spin multiplicity   3
LUMO energy (spin up / spin down)   0.00271 / -0.20738 hartree

=====

Record 3
A molecular structure, C4Cl2F5N. Source: OMol25; level of theory: ωB97M-V/def2-TZVPD.

Each line ends with the Mulliken charge.
Atoms and positions in Å:
C (-1.5128, 0.9087, -0.4421)  0.752
C (-1.8601, -0.3364, -0.7361)  0.147
C (1.2356, 0.6216, 1.0320)  0.057
C (1.4051, -0.5336, 0.0924)  0.752
N (-1.2766, 2.0761, -0.2760)  -0.486
F (-2.5410, -1.1514, -0.0058)  -0.195
F (-1.7265, -0.8056, -2.0272)  -0.205
F (1.1224, 0.3197, 2.3357)  -0.198
F (1.0536, -0.3478, -1.2634)  -0.212
F (2.6665, -1.0326, -0.0757)  -0.235
Cl (0.9048, 2.1641, 0.5386)  -0.040
Cl (0.5290, -1.8828, 0.8276)  -0.135

## Properties
Maximum force   4.23 eV/Å
Kohn-Sham gap (spin up / spin down)   7.976 / 7.657 eV
Energy above the lowest of the compared OMol25 structures with the same formula, charge and spin   51.5 kcal/mol
Total charge   0
LUMO energy (spin up / spin down)   -0.04416 / -0.05007 hartree

=====

Record 4
A molecular structure, C4ClN6O4V. Source: OMol25; level of theory: ωB97M-V/def2-TZVPD.

Each line ends with the Mulliken charge.
Atoms and positions in Å:
V (0.4847, 0.2857, -0.0065)  1.811
O (2.6532, 2.8233, 1.1681)  -0.341
Cl (2.1626, 2.3179, -0.0215)  1.714
O (2.6402, 2.8165, -1.2192)  -0.340
O (2.2920, 0.7422, -0.0179)  -0.563
O (0.6324, 2.2532, -0.0130)  -0.549
N (-1.2608, 0.4757, 0.0030)  -0.613
C (-2.3612, 1.0803, 0.0074)  0.489
N (-3.3920, 1.6311, 0.0115)  -0.029
C (-4.6037, 2.1244, 0.0170)  0.443
N (-5.6647, 2.5725, 0.0217)  -0.154
N (0.7082, -1.4328, 0.0008)  -0.525
C (1.0157, -2.6529, 0.0054)  0.349
N (1.2992, -3.7845, 0.0096)  0.000
C (1.5723, -5.0640, 0.0147)  0.450
N (1.8218, -6.1885, 0.0191)  -0.142

## Properties
Maximum force   2.20 eV/Å
Kohn-Sham gap (spin up / spin down)   6.305 / 6.331 eV
Total charge   +2
LUMO energy (spin up / spin down)   -0.45027 / -0.44932 hartree

=====

Record 5
2 unconnected molecules or ions with the total composition C4F3O2. Source: OMol25; level of theory: ωB97M-V/def2-TZVPD.

Each line ends with the Mulliken charge.
Atoms and positions in Å:
C (0.0930, -0.5854, -0.6622)  -0.701
C (-1.1114, -0.9140, -0.9837)  0.735
C (1.0508, -1.4317, -0.4892)  0.713
C (0.1515, 1.2221, 0.7483)  0.023
O (-2.1154, -1.3632, -1.3724)  -0.471
O (1.7916, -2.3270, -0.3007)  -0.483
F (0.8393, 1.5137, 1.9235)  -0.252
F (0.4774, 2.3303, -0.0443)  -0.267
F (-1.1768, 1.5551, 1.1807)  -0.297

## Properties
Maximum force   1.46 eV/Å
Kohn-Sham gap   5.999 eV
Energy above the lowest of the compared OMol25 structures with the same formula, charge and spin   50.9 kcal/mol
Total charge   -1
LUMO energy   0.13321 hartree

=====

Record 6
A molecular structure, C4H10. Source: OMol25; level of theory: ωB97M-V/def2-TZVPD.

Each line ends with the Mulliken charge.
Atoms and positions in Å:
C (0.0256, 0.1855, -1.5047)  -1.091
C (0.6263, 0.5389, -0.1740)  -0.113
C (0.2657, -1.4649, 0.7825)  -1.083
C (-0.3103, 1.3304, 0.6939)  -1.104
H (-1.0540, -0.0478, -1.5036)  0.305
H (0.1562, 1.0863, -2.1220)  0.353
H (0.5674, -0.6197, -2.0111)  0.332
H (1.0276, -0.5673, 0.4612)  0.458
H (0.5140, -1.6121, 1.8374)  0.334
H (0.5881, -2.3105, 0.1697)  0.333
H (-0.8015, -1.2844, 0.6619)  0.284
H (-0.2158, 2.3672, 0.3392)  0.350
H (-0.0090, 1.3334, 1.7463)  0.332
H (-1.3803, 1.0647, 0.6232)  0.310

## Properties
Maximum force   0.28 eV/Å
Kohn-Sham gap   8.840 eV
Energy above the lowest of the compared OMol25 structures with the same formula, charge and spin   96.1 kcal/mol
Total charge   0
LUMO energy   0.04119 hartree

=====

Record 7
A molecular structure, C4H10. Source: OMol25; level of theory: ωB97M-V/def2-TZVPD.

Each line ends with the Mulliken charge.
Atoms and positions in Å:
C (-1.6325, 0.6131, 0.0577)  -0.840
C (-1.6242, -0.8930, -0.1011)  -0.572
C (1.5327, -0.5721, 0.1429)  -0.620
C (2.0861, 0.6755, -0.2236)  -0.215
H (-2.1738, 1.0707, -0.7902)  0.271
H (-0.7002, 1.1321, -0.0353)  0.199
H (-1.9973, 0.9190, 1.0324)  0.276
H (-2.4311, -1.2982, 0.5335)  0.289
H (-0.7866, -1.2527, 0.4150)  0.154
H (-1.6565, -1.3179, -1.1282)  0.264
H (1.8414, -1.3438, 1.0308)  0.169
H (2.1065, 1.3403, -1.2016)  0.227
H (2.7845, 1.4029, 0.3194)  0.236
H (0.7494, 0.4772, 0.5507)  0.162

## Properties
Maximum force   3.37 eV/Å
Kohn-Sham gap   7.855 eV
Energy above the lowest of the compared OMol25 structures with the same formula, charge and spin   152.1 kcal/mol
Total charge   0
LUMO energy   0.01213 hartree

=====

Record 8
A molecular structure, C4H10. Source: OMol25; level of theory: ωB97M-V/def2-TZVPD.

Each line ends with the Mulliken charge.
Atoms and positions in Å:
C (0.2390, -0.2323, 0.2930)  0.206
C (-0.1808, 0.9803, 1.0541)  -0.501
C (-0.5847, 0.9253, -0.3807)  -0.671
C (1.6679, -0.4228, -0.1371)  -1.351
H (0.6136, 1.6719, 1.3104)  0.226
H (-0.2451, -1.1521, 0.6018)  0.390
H (-2.1311, -1.7176, -1.1442)  -0.199
H (-0.9506, 0.8777, 1.8053)  0.260
H (2.0888, 0.5047, -0.5215)  0.311
H (-0.0530, 1.5353, -1.0959)  0.231
H (-1.6411, 0.8516, -0.5911)  0.262
H (-2.8657, -1.9065, -0.9682)  0.197
H (1.7516, -1.1711, -0.9241)  0.332
H (2.2911, -0.7443, 0.6982)  0.308

## Properties
Maximum force   1.22 eV/Å
Kohn-Sham gap   11.306 eV
Energy above the lowest of the compared OMol25 structures with the same formula, charge and spin   46.4 kcal/mol
Total charge   0
LUMO energy   0.05104 hartree